This record from OMol25 describes a structure of composition C14H15F6N3O5PdS3. The level of theory is ωB97M-V with the def2-TZVPD basis set.

The calculation puts the energy above the lowest of the compared OMol25 structures with the same formula, charge and spin at 16.4 kcal/mol. For the orbital gap, the calculation gives 4.6 eV. Its total energy is -81759.2316 eV. Its HOMO energy is 0.0033 Eh. For the molecular weight, the calculation gives 621.90 g mol⁻¹. The total charge is -2.

```
47
C14H15F6N3O5PdS3, DFT ωB97M-V with the def2-TZVPD basis set
Pd 0.6833 1.6883 -2.1011
F 4.0167 -1.2648 -4.1617
C 2.6822 -1.1129 -4.2609
F 2.3201 -1.5421 -5.4831
F 2.1144 -1.9128 -3.3564
S 2.2644 0.6682 -4.0302
O 3.0357 0.9726 -2.8384
O 2.7157 1.3181 -5.2417
N 0.6568 0.3579 -4.0659
S -0.4514 1.4740 -4.5252
O -0.0779 2.1332 -5.7585
O -1.2740 2.2665 -3.6274
C -1.6499 0.1654 -5.0290
F -2.8147 0.7480 -5.3720
F -1.9061 -0.7194 -4.0644
F -1.2062 -0.5069 -6.1063
C 0.2751 0.2866 4.4221
C -0.7613 1.2074 3.7866
N -0.2589 2.0156 2.6869
C 0.0895 3.3918 2.9853
C 1.5375 3.5886 3.4225
C -0.0808 1.4583 1.4212
S 0.5867 2.4692 0.2149
N -0.4677 0.1778 1.4150
C -0.4888 -0.6566 0.3437
O -0.2311 -0.4836 -0.8338
C -0.9279 -2.0764 0.7409
C -1.2800 -2.4260 2.0401
C -1.6693 -3.7265 2.3433
C -1.7093 -4.6924 1.3454
C -1.3578 -4.3489 0.0441
C -0.9701 -3.0488 -0.2533
H -0.1755 -0.2993 5.2310
H 1.1113 0.8536 4.8374
H 0.6621 -0.4007 3.6694
H -1.1442 1.9045 4.5378
H -1.5981 0.6067 3.4308
H -0.5906 3.7363 3.7718
H -0.0944 3.9919 2.0965
H 1.7608 3.0293 4.3351
H 1.7402 4.6476 3.6154
H 2.2056 3.2516 2.6282
H -1.2412 -1.6590 2.8034
H -1.9417 -3.9837 3.3609
H -2.0128 -5.7066 1.5789
H -1.3850 -5.0942 -0.7428
H -0.6914 -2.7473 -1.2563
```

Results of the Mulliken charge analysis, in e, for atoms 1 through 8:
1. Pd -0.3436
2. F -0.2480
3. C 0.6386
4. F -0.2632
5. F -0.2018
6. S 1.1351
7. O -0.6597
8. O -0.6866

This record from OMol25 describes a structure of composition C6H7I3O2. The level of theory is ωB97M-V with the def2-TZVPD basis set.

The calculation puts the energy above the lowest of the compared OMol25 structures with the same formula, charge and spin at 59.3 kcal/mol. For the orbital gap (alpha / beta), the calculation gives 7.2 / 7.2 eV. Its total energy is -34727.2717 eV. Its HOMO energy (alpha / beta) is -0.3192 / -0.3194 Eh. For the molecular weight, the calculation gives 491.83 g mol⁻¹. The total charge is 0.

```
18
C6H7I3O2, DFT ωB97M-V with the def2-TZVPD basis set
C 2.2284 0.6560 2.8894
C 1.6038 0.0915 1.9008
C 0.3016 -0.3556 1.3272
C -1.0146 -0.5668 -1.5761
C -1.2375 0.2730 -0.3472
C 3.1897 -0.0693 0.0454
O -0.4047 -1.2921 1.6269
O -0.0029 0.4233 0.2958
I 3.0800 -1.9736 -0.9547
I 5.0441 0.2375 0.9465
I 2.6454 1.4503 -1.3543
H 3.2066 0.7448 3.2425
H 1.7592 0.9679 3.8157
H -2.0715 -0.8409 -1.8470
H -0.4767 -0.0865 -2.4201
H -0.3962 -1.5137 -1.2288
H -1.8324 -0.3895 0.3526
H -1.7496 1.1893 -0.3450
```

Results of the Mulliken charge analysis, in e, for atoms 1 through 8:
1. C -0.7736
2. C 0.2876
3. C 0.7833
4. C -0.7133
5. C -0.5054
6. C -0.8068
7. O -0.5570
8. O -0.1714

This record from OMol25 describes a cluster of 2 separate species, CCl6NP in total. The level of theory is ωB97M-V with the def2-TZVPD basis set.

As for the SMILES: ClP(Cl)(Cl)(Cl)Cl.N#CCl. The calculation puts the energy above the lowest of the compared OMol25 structures with the same formula, charge and spin at 8.1 kcal/mol. For the orbital gap, the calculation gives 8.8 eV. Its total energy is -86951.0777 eV. Its HOMO energy is -0.3841 Eh. For the molecular weight, the calculation gives 269.71 g mol⁻¹. The total charge is 0.

```
9
CCl6NP, DFT ωB97M-V with the def2-TZVPD basis set
Cl 0.1069 0.8758 1.0466
P -0.7693 0.8123 -0.9411
Cl -2.6432 0.9063 -0.3566
Cl -1.5133 0.4868 -2.9750
Cl -0.0795 2.6801 -1.3077
Cl 0.2874 -0.9324 -1.3758
N 0.4359 -2.1602 1.5843
C 1.4021 -1.6820 1.9489
Cl 2.7730 -0.9867 2.3764
```

Results of the Mulliken charge analysis, in e, for atoms 1 through 8:
1. Cl -0.2969
2. P 0.9444
3. Cl -0.0910
4. Cl -0.3262
5. Cl -0.1206
6. Cl -0.1231
7. N -0.3140
8. C 0.4011

This record from OMol25 describes a cluster of 3 separate species, C27H45INO11 in total. The level of theory is ωB97M-V with the def2-TZVPD basis set.

For the orbital gap, the calculation gives 6.4 eV. Its total energy is -60835.2377 eV. Its HOMO energy is -0.1637 Eh. For the molecular weight, the calculation gives 686.56 g mol⁻¹. The total charge is -1.

```
85
C27H45INO11, DFT ωB97M-V with the def2-TZVPD basis set
C -1.1830 -1.3289 7.6995
C -1.6129 -0.6301 6.6562
C -2.2845 0.0283 5.3198
C -1.1459 0.6466 4.3620
C -1.3940 0.4679 2.7758
N -2.1560 -0.7575 2.3758
C -3.2009 -0.3006 1.4165
C -4.4667 0.4343 2.0795
O -4.5518 0.9046 3.2514
O -5.6391 0.6275 1.2131
C -6.3670 -0.6043 1.0493
C -7.5615 -1.1218 2.0002
O -6.0769 -1.3533 0.0400
C -1.2860 -1.8427 1.8256
C -0.5737 -1.5123 0.4166
C 0.0327 -2.8400 -0.3373
C 0.7651 -2.4827 -1.7391
I 2.7995 -3.3532 -1.8207
C -2.1901 -3.2103 1.8104
C -1.3826 -4.5464 2.1998
C -2.4074 -5.8015 1.8959
C -2.7478 -5.9865 0.3288
C -3.6948 -5.6708 2.8642
C -0.0653 -2.1615 2.8803
O 1.1862 -2.1922 2.5250
O -0.3183 -2.4042 4.2661
H -1.0284 -2.1755 8.4613
H -2.9901 0.8608 5.7077
H -2.9480 -0.7784 4.8458
H -0.1209 0.2610 4.7147
H -1.1338 1.7991 4.5634
H -0.3374 0.5147 2.2752
H -1.9220 1.4487 2.4206
H -3.6300 -1.1424 0.7366
H -2.7330 0.4688 0.6669
H -7.1425 -1.8997 2.7411
H -8.3837 -1.6685 1.3811
H -8.1049 -0.2870 2.5782
H -1.2434 -1.0014 -0.3683
H 0.3505 -0.8087 0.5492
H -0.9091 -3.4713 -0.6188
H 0.7453 -3.4461 0.3281
H 0.8695 -1.3448 -1.9231
H 0.1928 -2.8989 -2.6674
H -2.6274 -3.2675 0.7263
H -3.0850 -3.0002 2.5037
H -1.1488 -4.6444 3.3390
H -0.4443 -4.7568 1.5723
H -1.8282 -6.7538 2.2304
H -3.7431 -5.4547 0.0325
H -2.9549 -7.1259 0.1689
H -1.8897 -5.6926 -0.3766
H -4.6738 -5.3684 2.3252
H -3.8966 -6.6318 3.4978
H -3.5057 -4.8349 3.6590
C 4.9693 3.5892 -2.1665
C 4.4489 3.7406 -0.7488
O 3.6021 2.6439 -0.3869
C 4.2345 1.4881 -0.1011
O 5.4314 1.3066 -0.1170
O 3.3002 0.5615 0.1797
C 3.8302 -0.7470 0.3957
H 4.1408 3.4540 -2.8673
H 5.5464 4.4680 -2.4625
H 5.6116 2.7100 -2.2625
H 3.8359 4.6443 -0.6855
H 5.2637 3.8531 -0.0269
H 4.6061 -0.7395 1.1653
H 4.2212 -1.1473 -0.5419
H 3.0153 -1.3901 0.7348
C 2.0843 7.1794 -7.3384
C 2.4378 5.7218 -7.5710
O 3.8349 5.5644 -7.8499
C 4.6557 5.6616 -6.7872
O 4.3209 5.8588 -5.6419
O 5.9231 5.5279 -7.2261
C 6.9065 5.7206 -6.2118
H 2.4125 7.7934 -8.1819
H 1.0069 7.2995 -7.2080
H 2.5824 7.5720 -6.4483
H 1.8997 5.3573 -8.4505
H 2.1399 5.0919 -6.7273
H 6.7259 5.0680 -5.3541
H 6.9202 6.7688 -5.9025
H 7.8810 5.4713 -6.6355
```

Results of the Mulliken charge analysis, in e, for atoms 1 through 8:
1. C -0.5870
2. C -0.3678
3. C 0.2127
4. C -0.9331
5. C -0.6582
6. N 0.6303
7. C -0.6602
8. C 0.2494

This record from OMol25 describes a cluster of 2 separate species, C7H12NO3P in total. The level of theory is ωB97M-V with the def2-TZVPD basis set.

As for the SMILES: C=C[P@@](=O)(O)N(C)C.C=C=C=O. The calculation puts the energy above the lowest of the compared OMol25 structures with the same formula, charge and spin at 73.2 kcal/mol. For the orbital gap, the calculation gives 7.4 eV. Its total energy is -24372.0399 eV. Its HOMO energy is -0.3177 Eh. For the molecular weight, the calculation gives 189.15 g mol⁻¹. The total charge is 0.

```
24
C7H12NO3P, DFT ωB97M-V with the def2-TZVPD basis set
C 1.7923 0.3244 -2.5731
C 0.8911 0.6920 -1.7097
P 1.5688 0.9639 -0.0579
O 2.9632 1.2645 -0.1453
O 0.8030 2.1239 0.8008
N 1.2724 -0.4356 0.8093
C 0.3294 -1.4337 0.4014
C 1.5345 -0.3000 2.2735
H 1.3561 0.0407 -3.5978
H 2.8481 0.2723 -2.3545
H -0.1951 0.7856 -2.0269
H -0.1312 2.1363 1.1760
H 0.5658 -1.6998 -0.6023
H 0.3312 -2.4536 0.9245
H -0.8792 -1.1601 0.3476
H 2.1656 0.5751 2.5009
H 0.5553 -0.2277 2.7285
H 1.9976 -1.1704 2.7248
C -3.9393 -0.6782 -0.8768
C -2.8977 -0.1208 -0.3334
C -2.5165 0.6907 0.5530
O -1.7836 1.3575 1.1857
H -3.7319 -1.1767 -1.7784
H -4.9000 -0.3703 -0.3699
```

Results of the Mulliken charge analysis, in e, for atoms 1 through 8:
1. C -0.5065
2. C -0.3153
3. P 0.8851
4. O -0.7295
5. O -0.5492
6. N 0.0657
7. C -0.7070
8. C -0.9926

This record from OMol25 describes the molecule C3H9N3O. The level of theory is ωB97M-V with the def2-TZVPD basis set.

As for the SMILES: CCN(O)/C=N\N. The calculation puts the energy above the lowest of the compared OMol25 structures with the same formula, charge and spin at 89.7 kcal/mol. For the orbital gap, the calculation gives 9.3 eV. Its total energy is -9771.6496 eV. Its HOMO energy is -0.3064 Eh. For the molecular weight, the calculation gives 103.12 g mol⁻¹. The total charge is 0.

```
16
C3H9N3O, DFT ωB97M-V with the def2-TZVPD basis set
C -2.0439 0.0192 0.6930
C -1.4217 -0.2212 -0.6535
N -0.0443 0.0300 -0.6108
O 0.1487 1.3682 -0.1987
C 0.8211 -0.8825 -0.1332
N 2.0602 -0.8476 0.1475
N 2.5701 0.4930 0.1283
H -1.5749 -0.6981 1.4094
H -3.1710 -0.1062 0.7105
H -1.8059 1.0048 1.0609
H -1.5532 -1.2655 -0.9489
H -1.8687 0.4740 -1.3544
H 1.1254 1.3785 -0.1705
H 0.3891 -1.8481 -0.2929
H 3.2684 0.5159 0.9496
H 3.1005 0.5857 -0.7364
```

Results of the Mulliken charge analysis, in e, for atoms 1 through 8:
1. C -1.0371
2. C -0.4191
3. N 0.0586
4. O -0.5207
5. C 0.1410
6. N -0.6215
7. N -0.4862
8. H 0.2517

| no. | largest force on an atom (hartree/bohr) |
| --- | --- |
| 1 | 0.025 |
| 2 | 0.073 |
| 3 | 0.033 |
| 4 | 0.139 |
| 5 | 0.074 |
| 6 | 0.048 |